This record from the Open Molecules 2025 dataset describes C10H14N2O4S in the gas phase in a non-equilibrium geometry. The level of theory is wB97M-V/def2-TZVPD.

As for the SMILES: COc1ccc(/C=N/NS(C)(=O)=O)c(OC)c1. The net charge is 0. The calculation puts the orbital gap at 8.51 eV. Its HOMO energy is -7.866 eV. The energy relative to the best compared isomer or geometry (same formula, charge and spin) comes out at 0.696 eV. Its total energy is -1198.0323 a.u. As for the multiplicity: 1.

```
31
Properties=species:S:1:pos:R:3:forces:R:3
C -0.649461 1.919507 4.670142 0.161 0.136 0.132
O -1.525619 1.140305 3.893026 -0.134 -0.182 -0.271
C -1.151254 0.778115 2.637852 -0.166 -0.203 -0.268
C -2.075153 0.016178 1.921518 0.000 0.127 0.302
C -1.774415 -0.391311 0.643718 0.324 0.165 -0.011
C -0.563649 -0.067324 0.027820 0.185 0.308 0.482
C -0.329317 -0.532309 -1.320815 -0.027 -0.207 -0.403
N 0.730686 -0.244673 -1.964434 -0.149 0.229 0.654
N 0.949881 -0.715902 -3.199607 -0.452 -0.720 -1.310
S -0.112574 -1.514728 -4.240487 0.393 -0.337 0.124
C 0.024809 -3.230396 -3.681271 -0.066 0.910 -0.276
O -1.464533 -1.075602 -4.063871 0.079 -0.059 0.349
O 0.492175 -1.404143 -5.533873 0.263 -0.080 0.065
C 0.368907 0.701931 0.756178 -0.337 -0.230 -0.114
O 1.533104 0.994753 0.138074 -0.223 -0.026 0.175
C 2.496389 1.770296 0.807136 0.160 0.143 0.169
C 0.063330 1.114217 2.050162 0.211 0.233 0.283
H 0.293967 1.397263 4.860326 -0.034 0.026 -0.023
H -1.163541 2.084913 5.615644 0.079 0.014 -0.055
H -0.443641 2.885976 4.198699 0.002 -0.046 0.009
H -3.012548 -0.235412 2.389261 -0.122 -0.036 0.051
H -2.494648 -0.974579 0.089609 -0.080 -0.076 -0.077
H -1.136418 -1.122440 -1.755856 0.033 -0.012 0.009
H 1.722539 -0.273889 -3.671680 -0.062 -0.045 -0.161
H -0.675832 -3.820249 -4.257740 -0.166 -0.031 -0.119
H -0.216118 -3.269596 -2.627613 -0.053 0.003 0.224
H 1.041108 -3.549151 -3.865636 0.182 -0.035 -0.010
H 2.114877 2.765799 1.058082 -0.001 -0.057 -0.004
H 3.323776 1.872136 0.106829 -0.033 0.016 0.074
H 2.855755 1.277751 1.717343 -0.039 0.023 -0.040
H 0.777418 1.702566 2.601463 0.069 0.046 0.038
```
Positions in Å, forces in eV/Å.